Record 1
ORCA calculation (ωB97M-V/def2-TZVPD) on C26H30N2O5S in the gas phase.

Atoms and positions in Å:
S  5.62  -1.53  -0.82
O  -3.19  -1.83  1.14
O  4.89  -2.05  -1.94
O  7.05  -1.67  -0.82
O  1.12  3.19  0.54
O  -4.94  -2.02  -0.72
N  -0.51  2.10  -0.59
N  5.11  -2.27  0.61
C  5.30  2.13  0.80
C  1.33  -0.12  -0.80
C  4.49  2.79  -0.10
C  -1.43  3.21  -0.65
C  2.07  -1.28  -0.66
C  -3.48  -0.66  0.50
C  -3.29  1.72  0.07
C  3.72  -2.71  0.59
C  -7.36  -1.77  -0.98
C  5.66  0.81  0.57
C  -4.46  -0.76  -0.51
C  -6.04  -2.21  -1.59
C  2.85  -1.50  0.47
C  4.39  0.83  -1.47
C  -4.84  0.38  -1.20
C  -2.90  0.57  0.76
C  1.38  0.86  0.19
C  -0.80  -1.89  1.67
C  0.67  2.16  0.08
C  5.19  0.18  -0.56
C  -2.60  3.02  0.33
C  2.88  -0.53  1.46
C  2.16  0.64  1.32
C  -2.24  -1.85  2.18
C  4.04  2.15  -1.24
C  -4.25  1.61  -0.92
H  -1.81  3.30  -1.67
H  -0.90  1.20  -0.82
H  -8.18  -2.00  -1.66
H  -2.39  -1.01  2.86
H  2.20  1.41  2.08
H  5.76  -2.99  0.86
H  4.05  0.29  -2.35
H  6.30  0.27  1.25
H  -5.87  -1.71  -2.55
H  3.49  -0.69  2.34
H  -3.29  3.86  0.21
H  -7.36  -0.71  -0.77
H  3.40  2.67  -1.94
H  -4.56  2.48  -1.47
H  -2.15  0.67  1.53
H  -6.05  -3.29  -1.76
H  3.52  -3.24  1.53
H  -7.53  -2.30  -0.04
H  -5.59  0.33  -1.98
H  -0.12  -2.01  2.50
H  4.19  3.81  0.09
H  -0.67  -2.72  0.98
H  -0.54  -0.97  1.14
H  2.06  -2.02  -1.45
H  0.76  0.04  -1.70
H  -0.86  4.11  -0.40
H  5.66  2.64  1.68
H  -2.21  3.05  1.35
H  3.54  -3.39  -0.26
H  -2.46  -2.78  2.72

Calculated values
* HOMO level: -8.07 eV
* orbital gap: 0.3112 Eh
* 2S+1: 1
* SMILES string: CCOc1ccc(CCNC(=O)c2ccc(CNS(=O)(=O)c3ccccc3)cc2)cc1OCC
* DFT total energy: -51501.980 eV

Record 2
ORCA calculation (ωB97M-V/def2-TZVPD) on a molecular structure, C28H25Cl6F3N4OSTi.

Atoms and positions in Å:
Ti  1.72  -2.02  1.27
Cl  -0.52  -4.68  0.66
Cl  2.91  -1.02  -0.95
Cl  -2.22  -2.01  -4.95
Cl  0.68  -4.34  -4.61
Cl  2.54  -1.89  -4.00
Cl  -0.93  -5.70  -2.31
S  3.87  -1.93  2.02
F  5.82  -3.43  4.01
F  5.30  -3.30  6.11
F  5.19  -1.53  4.86
O  -1.01  4.96  0.30
N  -1.46  0.65  1.41
N  -0.42  1.49  1.23
N  1.74  -3.05  3.01
N  0.46  -0.46  1.59
C  -1.13  -0.99  -2.71
C  -0.33  1.36  -3.95
C  0.64  2.26  -1.79
C  0.93  -3.71  3.86
C  -0.92  -0.51  1.62
C  -1.39  -0.78  -4.06
C  0.89  -3.82  -3.01
C  -1.14  3.62  -0.20
C  2.72  -3.87  5.42
C  3.03  -2.78  3.33
C  1.76  -2.74  -2.76
C  -0.17  3.51  -1.41
C  -3.18  4.49  -1.40
C  4.99  -2.86  4.90
C  -0.06  1.18  -2.59
C  1.40  -4.14  5.07
C  -0.99  0.39  -4.68
C  0.18  -4.45  -1.97
C  -3.48  3.34  0.77
C  -2.65  3.35  -0.52
C  1.28  -3.00  -0.39
C  0.72  0.85  1.36
C  3.55  -3.18  4.55
C  1.93  -2.39  -1.44
C  -0.58  2.95  1.09
C  -0.45  -0.01  -2.00
C  0.37  -4.02  -0.66
C  -2.88  2.05  -1.29
H  0.57  4.29  -1.21
H  3.11  -4.19  6.37
H  -2.44  2.08  -2.28
H  -2.49  1.17  -0.77
H  1.69  1.30  1.29
H  -0.23  -0.18  -0.96
H  -3.29  5.43  -0.85
H  -3.28  4.23  1.37
H  -3.31  2.45  1.37
H  -3.95  1.90  -1.41
H  -1.49  -1.41  1.77
H  1.47  2.63  -2.40
H  -1.37  5.57  -0.34
H  -4.54  3.36  0.51
H  -1.47  -1.90  -2.24
H  -1.19  0.53  -5.73
H  -4.18  4.23  -1.74
H  -1.21  3.26  1.93
H  -0.08  -3.90  3.52
H  1.11  1.82  -0.91
H  -0.71  3.85  -2.30
H  0.75  -4.68  5.74
H  0.41  3.37  1.26
H  -0.02  2.27  -4.44
H  -2.58  4.67  -2.30

Calculated values
* HOMO level: -13.54 eV
* orbital gap: 0.1970 Eh
* 2S+1: 1
* charge: +2
* DFT total energy: -154673.722 eV

Record 3
ORCA calculation (ωB97M-V/def2-TZVPD) on a gas-phase ion, C6H11N4O (charge +1) at a distorted geometry.

Atoms and positions in Å:
O  0.57  0.89  0.51
N  4.48  -0.56  -0.58
N  2.58  0.05  0.17
N  3.34  -0.97  -0.24
N  -2.14  -0.88  -0.69
C  3.33  1.20  0.22
C  0.75  -1.54  0.45
C  -0.94  0.92  0.68
C  -1.59  0.53  -0.67
C  1.27  -0.18  0.39
C  4.49  0.79  -0.40
H  -0.72  0.67  -1.48
H  1.39  -2.21  -0.07
H  0.79  -1.83  1.62
H  -1.29  2.01  0.90
H  -1.36  0.17  1.40
H  3.03  2.19  0.77
H  -0.21  -1.77  0.15
H  5.44  1.29  -0.66
H  -2.82  -1.00  0.08
H  -2.41  1.23  -0.85
H  -2.68  -1.09  -1.49

Calculated values
* HOMO level: -13.60 eV
* orbital gap: 0.3095 Eh
* 2S+1: 1
* SMILES string: C/C(OCCN)=[N+]1/C=CN=N1
* charge: +1
* DFT total energy: -14398.186 eV

Record 4
ORCA calculation (ωB97M-V/def2-TZVPD) on C4H8O2 in the gas phase.

Atoms and positions in Å:
O  1.65  -0.58  -0.39
O  0.67  1.53  -0.81
C  0.36  -0.98  -0.19
C  1.84  0.84  -0.50
C  -0.46  -0.39  0.68
C  -1.95  -0.49  0.67
H  2.57  0.97  -1.31
H  -2.36  -0.82  1.63
H  0.05  -1.78  -0.87
H  -2.37  0.51  0.47
H  -2.31  -1.15  -0.13
H  0.04  0.84  -1.08
H  2.25  1.23  0.44
H  -0.03  0.35  1.35

Calculated values
* HOMO level: -9.05 eV
* orbital gap: 0.3686 Eh
* 2S+1: 1
* SMILES string: C/C=C/OCO
* DFT total energy: -8371.022 eV

Record 5
ORCA calculation (ωB97M-V/def2-TZVPD) on a molecular structure, C24H46BrClN7O3SSiV at a distorted geometry.

Atoms and positions in Å:
Br  -1.83  0.03  -1.86
V  0.81  0.67  -0.46
Cl  2.75  -0.11  -1.40
S  2.21  2.20  1.02
Si  -2.57  -2.59  0.71
O  0.30  2.05  -1.71
O  -1.23  -2.30  -0.04
O  0.14  0.05  0.80
N  2.45  -1.29  1.81
N  2.05  -2.49  3.87
N  4.34  -2.00  3.16
N  -0.89  2.55  1.22
N  -0.09  2.92  2.31
N  1.86  3.08  3.45
N  3.00  -3.64  1.94
C  -4.94  2.77  -5.38
C  0.51  5.97  -3.69
C  -1.77  1.68  -2.76
C  3.41  -2.14  4.28
C  2.49  -2.56  1.09
C  -3.18  4.01  -6.61
C  -0.57  3.74  -3.15
C  1.57  -1.45  2.96
C  0.57  5.07  -1.39
C  -2.70  -1.68  2.41
C  -0.65  2.48  -2.51
C  -4.16  -2.04  -0.20
C  -4.39  5.10  -4.72
C  4.33  -3.26  2.41
C  0.60  4.68  -2.87
C  -2.90  -4.42  1.13
C  -3.80  3.78  -5.23
C  1.94  4.01  -3.22
C  1.24  2.76  2.28
C  -1.61  4.10  -4.00
C  -2.72  3.29  -4.26
C  2.12  -3.74  3.11
C  3.79  -0.96  2.27
C  -2.79  2.07  -3.61
H  -0.93  1.53  1.19
H  4.72  -4.05  3.06
H  1.43  3.77  4.04
H  3.38  -1.20  4.84
H  0.53  5.78  -4.77
H  0.58  -1.70  2.59
H  2.76  4.71  -3.04
H  -0.37  5.56  -1.14
H  2.11  3.11  -2.63
H  -2.71  -5.03  0.24
H  -3.94  4.34  -7.32
H  3.76  -0.01  2.82
H  -5.16  5.47  -5.41
H  -3.63  5.88  -4.63
H  1.47  -2.80  0.76
H  -4.23  -0.95  -0.25
H  -4.16  -2.42  -1.23
H  -5.68  3.16  -6.08
H  0.67  4.19  -0.75
H  -0.38  6.55  -3.46
H  -4.85  4.97  -3.74
H  -1.79  3.00  1.28
H  3.79  -2.92  4.95
H  1.12  -4.00  2.77
H  1.39  5.76  -1.16
H  -1.55  5.05  -4.50
H  -2.39  4.77  -6.58
H  4.44  -0.84  1.40
H  3.13  -2.45  0.21
H  -2.22  -4.76  1.92
H  1.52  -0.50  3.50
H  1.38  6.59  -3.45
H  -2.73  3.09  -6.99
H  -4.58  1.82  -5.76
H  -3.92  -4.61  1.47
H  4.99  -3.16  1.55
H  1.95  3.73  -4.28
H  2.49  -4.53  3.77
H  -0.51  2.82  3.23
H  -1.70  -1.50  2.80
H  2.86  3.06  3.44
H  -5.44  2.59  -4.42
H  -3.26  -2.26  3.15
H  -3.20  -0.71  2.30
H  -3.62  1.40  -3.76
H  -5.07  -2.41  0.29

Calculated values
* HOMO level (alpha / beta): -4.57 / -4.58 eV
* orbital gap (alpha / beta): 0.2372 / 0.2377 Eh
* 2S+1: 2
* charge: -1
* DFT total energy: -169178.802 eV
* ⟨S²⟩: 0.767

Record 6
ORCA calculation (ωB97M-V/def2-TZVPD) on 3 unconnected molecules or ions with the total composition C3H13NO3 at a distorted geometry.

Atoms and positions in Å:
O  5.31  -1.65  3.53
O  0.01  5.51  -2.33
O  0.48  -1.45  1.54
N  -0.64  -1.36  -0.65
C  0.33  -0.84  0.21
C  -2.10  -1.33  -0.45
C  -2.60  0.03  -0.98
H  -0.42  -2.36  -0.78
H  -0.05  4.61  -2.65
H  -1.80  0.73  -0.81
H  6.11  -1.40  3.07
H  -2.33  -1.49  0.65
H  4.91  -0.83  3.84
H  1.28  -1.17  -0.09
H  -3.64  0.27  -0.69
H  0.61  5.97  -2.92
H  -2.71  -0.01  -2.08
H  -0.31  -1.24  2.06
H  0.33  0.27  0.41
H  -2.76  -2.23  -0.87

Calculated values
* HOMO level (alpha / beta): -13.51 / -13.51 eV
* orbital gap (alpha / beta): 0.3708 / 0.1604 Eh
* 2S+1: 2
* charge: +1
* DFT total energy: -10943.702 eV
* ⟨S²⟩: 0.757